Density functional theory data (ωB97M-V/def2-TZVPD) for a molecular structure, C4H8OS.

```
! wB97M-V def2-TZVPD RIJCOSX def2/J DEFGRID3
* xyz 0 1
C 0.27 1.72 -0.83
C -0.04 0.20 -0.75
C 0.28 -0.80 -1.83
C 0.69 -0.25 0.49
H -0.27 2.32 -0.10
H 1.48 1.95 -0.87
H -0.06 2.15 -1.86
H -0.07 -1.75 -1.44
H -0.03 -0.59 -2.80
H 1.37 -1.22 -2.16
H -1.60 0.76 1.12
H 1.86 -0.79 0.10
O -1.32 0.17 -0.53
S 0.04 -0.59 1.87
*
```

Computed properties:
LUMO level (hartree): -0.029
E_tot (eV): -17153.9508
HOMO energy (eV): -9.1
Orbital gap (eV): 8.283
Relative energy (zero: lowest compared OMol25 entry of this formula, charge and spin) (kJ/mol): 627.1

Atom charges from the Mulliken analysis, given in e for atoms 1 to 6: number 1, C, carries -1.0975; number 2, C, carries 1.4730; number 3, C, carries -1.5939; number 4, C, carries -0.2781; number 5, H, carries 0.2920; number 6, H, carries 0.2710



Density functional theory data (ωB97M-V/def2-TZVPD) for a molecular structure, C30H39EuF2N2Te.

```
! wB97M-V def2-TZVPD RIJCOSX def2/J DEFGRID3
* xyz 1 8
Eu -0.27 -0.28 0.39
C -1.70 2.73 2.58
C -0.85 1.48 2.57
C -1.44 0.22 2.90
C -2.93 0.12 3.12
C -0.60 -0.92 3.09
C -1.21 -2.18 3.67
C 0.79 -0.84 2.83
C 1.66 -2.07 2.98
C 1.38 0.42 2.50
C 2.87 0.57 2.36
C 0.55 1.57 2.32
C 1.16 2.90 1.95
H -1.11 3.59 2.94
H -2.56 2.61 3.27
H -2.13 3.00 1.58
H -3.22 0.35 4.17
H -3.26 -0.91 2.89
H -3.48 0.82 2.45
H -1.67 -2.82 2.89
H -2.00 -1.93 4.40
H -0.44 -2.79 4.17
H 2.03 -2.20 4.02
H 2.54 -1.99 2.31
H 1.12 -2.98 2.69
H 3.18 1.57 2.74
H 3.23 0.51 1.30
H 3.39 -0.19 2.96
H 1.57 3.43 2.83
H 0.40 3.54 1.45
H 1.99 2.76 1.23
F -4.22 -4.42 -0.45
C -3.83 -3.12 -0.74
C -2.70 -2.61 -0.13
C -2.37 -1.33 -0.45
C -3.04 -0.50 -1.30
C -4.16 -1.14 -1.91
F -4.91 -0.45 -2.85
C -4.61 -2.42 -1.66
C -2.65 0.87 -1.61
C -3.38 1.73 -2.48
C -2.91 3.04 -2.67
C -1.76 3.49 -2.00
C -1.10 2.59 -1.17
N -1.53 1.33 -0.98
H -2.10 -3.20 0.59
H -5.48 -2.84 -2.19
H -4.29 1.36 -2.96
H -3.47 3.70 -3.36
H -1.38 4.52 -2.11
H -0.17 2.88 -0.67
C 4.06 0.21 -3.01
C 3.19 1.45 -2.78
C 2.30 1.74 -3.99
C 4.02 2.66 -2.36
C 2.28 1.14 -1.64
N 1.59 0.84 -0.75
H 4.81 0.36 -3.83
H 3.45 -0.68 -3.26
H 4.64 -0.05 -2.09
H 2.88 2.02 -4.90
H 1.58 2.57 -3.78
H 1.68 0.85 -4.27
H 4.73 2.98 -3.16
H 4.63 2.45 -1.46
H 3.36 3.54 -2.14
C 0.02 -3.93 -1.86
Te 1.49 -2.49 -1.19
C 2.61 -4.03 -0.13
H 0.51 -4.54 -2.65
H -0.83 -3.36 -2.28
H -0.32 -4.55 -1.02
H 1.92 -4.69 0.42
H 3.29 -3.51 0.56
H 3.17 -4.59 -0.90
*
```

Computed properties:
LUMO level (alpha / beta) (hartree): -0.090 / -0.089
E_tot (eV): -66774.8796
HOMO energy (alpha / beta) (eV): -9.5 / -10.0
Orbital gap (alpha / beta) (eV): 7.040 / 7.563
Relative energy (zero: lowest compared OMol25 entry of this formula, charge and spin) (kJ/mol): 30.4

Atom charges from the Mulliken analysis, given in e for atoms 1 to 6: number 1, Eu, carries 0.5287; number 2, C, carries -1.9764; number 3, C, carries 1.0448; number 4, C, carries 1.1679; number 5, C, carries -2.5503; number 6, C, carries 0.8457



Density functional theory data (ωB97M-V/def2-TZVPD) for a single C4H4N2O molecule.

```
! wB97M-V def2-TZVPD RIJCOSX def2/J DEFGRID3
* xyz 0 1
N 1.84 -2.03 0.50
C 1.01 -1.67 -0.35
C -0.30 -1.05 -0.81
O -1.05 -1.84 -1.33
N -0.67 0.29 -0.59
C -0.48 0.53 0.79
C 0.14 1.53 -0.09
H 0.11 -0.25 1.15
H -1.59 0.48 1.31
H -0.17 2.55 -0.47
H 1.15 1.45 -0.12
*
```

Computed properties:
LUMO level (hartree): -0.016
E_tot (eV): -9236.2125
SMILES: N#CC(=O)N1CC1
HOMO energy (eV): -10.7
Orbital gap (eV): 10.226
Relative energy (zero: lowest compared OMol25 entry of this formula, charge and spin) (kJ/mol): 412.5

Atom charges from the Mulliken analysis, given in e for atoms 1 to 6: number 1, N, carries -0.4289; number 2, C, carries 0.3710; number 3, C, carries 0.4278; number 4, O, carries -0.4496; number 5, N, carries -0.2192; number 6, C, carries -0.4436



Density functional theory data (ωB97M-V/def2-TZVPD) for a single C5H8O2 molecule.

```
! wB97M-V def2-TZVPD RIJCOSX def2/J DEFGRID3
* xyz 0 1
C -0.34 -1.08 -1.28
C -0.60 -0.37 0.05
C 0.21 -0.99 1.14
O 1.01 -0.31 1.77
C -0.07 1.52 1.48
C -0.21 1.14 0.05
O 0.86 1.40 -0.85
H -0.60 -2.14 -1.22
H 0.71 -0.97 -1.57
H -0.94 -0.63 -2.08
H -1.66 -0.47 0.34
H 0.07 -2.05 1.40
H 0.84 2.14 1.58
H -1.07 1.72 -0.32
H 1.67 1.16 -0.38
*
```

Computed properties:
LUMO level (hartree): 0.012
E_tot (eV): -9405.4723
HOMO energy (eV): -8.5
Orbital gap (eV): 8.806
Relative energy (zero: lowest compared OMol25 entry of this formula, charge and spin) (kJ/mol): 420.7

Atom charges from the Mulliken analysis, given in e for atoms 1 to 6: number 1, C, carries -1.3779; number 2, C, carries 0.3017; number 3, C, carries -0.0134; number 4, O, carries -0.4484; number 5, C, carries -0.5867; number 6, C, carries -0.1037



> Which of these has the lowest relative energy (zero: lowest compared OMol25 entry of this formula, charge and spin)?

C30H39EuF2N2Te



> Look up the relative energy (zero: lowest compared OMol25 entry of this formula, charge and spin) of the fourth one.

420.7 kJ/mol



> E_tot of number 1 (C4H8OS)?

-17153.9508 eV